49
Properties=species:S:1:pos:R:3 method="wB97M-V/def2-TZVPD" total_energy_ha=-1915.834127 mol_weight_g_mol=335.45 lumo_ev=-7.59 gap_ev=7.413 charge=+2
C 1.881 -2.891 -0.110
H 2.910 -2.697 0.209
H 1.843 -3.960 -0.389
H 1.255 -2.914 0.817
C 1.455 -1.993 -1.294
H 0.410 -1.590 -1.236
H 2.065 -1.084 -1.419
C 1.613 -2.907 -2.525
H 1.674 -2.400 -3.510
H 2.520 -3.526 -2.432
H 0.792 -3.643 -2.552
C -2.040 1.400 -0.214
C -2.069 0.649 -1.448
C -2.021 -0.744 -1.117
C -1.951 -0.857 0.315
C -1.952 0.468 0.873
C -1.852 0.775 2.329
C -1.953 -2.132 1.074
C -2.171 -1.909 -2.022
C -2.125 1.220 -2.811
C -2.147 2.877 -0.087
Sc -0.013 0.232 -0.419
H -1.522 -2.017 2.081
H -2.984 -2.518 1.195
H -1.378 -2.921 0.558
H -1.385 -0.061 2.877
H -1.258 1.686 2.516
H -2.847 0.935 2.785
H -1.585 3.412 -0.869
H -3.201 3.192 -0.190
H -1.816 3.232 0.903
H -2.004 0.447 -3.585
H -3.122 1.662 -2.968
H -1.386 2.022 -2.990
H -1.545 -2.759 -1.711
H -3.212 -2.266 -2.002
H -1.927 -1.663 -3.062
S 1.569 1.870 -0.968
C 2.221 1.904 0.656
N 2.023 3.079 1.369
C 2.519 3.261 2.637
C 3.248 2.260 3.233
C 3.543 1.104 2.504
C 3.063 0.942 1.210
H 1.484 3.814 0.920
H 2.293 4.219 3.092
H 3.613 2.388 4.243
H 4.168 0.327 2.948
H 3.302 0.077 0.585